No. 1
Density functional theory data (ωB97M-V/def2-TZVPD) for a 5-piece molecular cluster, C28H72N5O9 overall at a distorted geometry.

Each line ends with the Löwdin charge.
Geometry (Å):
C1 -6.32841 1.62360 -0.65844  -0.026
O1 -7.71180 2.03052 -0.99882  -0.193
C2 -8.19835 1.38403 -2.13404  -0.269
C3 -9.53289 0.88161 -1.78540  -0.090
N1 -9.44971 0.07099 -0.47965  0.090
H1 -8.81985 0.59225 0.03753  0.115
H2 -10.32580 0.12747 0.01365  0.176
C4 -9.20600 -1.40146 -0.61401  -0.110
C5 -9.30966 -2.01160 0.72219  -0.260
O2 -8.26946 -1.38572 1.40520  -0.202
C6 -8.26616 -1.68688 2.82189  -0.043
H3 -5.58222 1.98924 -1.41389  0.115
H4 -6.25674 0.57008 -0.58417  0.059
H5 -6.22757 2.09930 0.32714  0.103
H6 -7.54889 0.53285 -2.51465  0.146
H7 -8.25301 2.08387 -3.01624  0.159
H8 -10.11764 0.26385 -2.53368  0.158
H9 -10.21597 1.79413 -1.67359  0.167
H10 -8.25644 -1.60599 -1.12312  0.145
H11 -10.00332 -1.79133 -1.29547  0.158
H12 -9.17177 -3.09398 0.65816  0.141
H13 -10.36412 -1.93701 1.16872  0.163
H14 -7.75303 -2.70834 2.94045  0.120
H15 -9.30305 -1.79135 3.21874  0.106
H16 -7.64462 -0.94267 3.23866  0.073
C7 1.31687 -0.60505 -0.22676  -0.074
O3 0.35332 -1.59304 -0.55704  -0.180
C8 0.85617 -2.43931 -1.56198  -0.238
C9 0.26679 -3.77576 -1.70403  -0.097
N2 -1.17753 -3.74188 -1.96611  0.067
H17 -1.36500 -3.10975 -2.71061  0.073
H18 -1.46598 -4.63049 -2.35345  0.167
C10 -2.05872 -3.40915 -0.76306  -0.027
C11 -3.56254 -3.43080 -1.41247  -0.199
O4 -3.65212 -4.66020 -2.13040  -0.222
C12 -4.58936 -4.50338 -3.30651  -0.016
H19 1.27830 0.02624 -1.10983  0.090
H20 2.30043 -0.98263 0.05010  0.097
H21 0.89955 -0.04183 0.57466  0.081
H22 1.91227 -2.65858 -1.34344  0.140
H23 0.85161 -1.92953 -2.45118  0.079
H24 0.40694 -4.28368 -0.74739  0.146
H25 0.77847 -4.31126 -2.46698  0.141
H26 -1.82678 -2.50034 -0.22183  0.113
H27 -1.98731 -4.15379 0.03355  0.128
H28 -3.80631 -2.47676 -1.96112  0.125
H29 -4.36582 -3.41892 -0.63970  0.118
H30 -4.13242 -3.87759 -4.09070  0.095
H31 -5.56060 -4.20759 -2.93264  0.079
H32 -4.59108 -5.50691 -3.71904  0.087
C13 2.44152 1.40923 -9.98324  -0.056
C14 3.14244 1.57955 -8.62794  -0.200
N3 2.25371 1.69971 -7.46149  -0.284
C15 1.30305 2.90149 -7.63113  0.060
C16 1.38810 0.45292 -7.30979  -0.177
C17 2.19395 -0.82681 -7.29469  -0.075
C18 3.13676 1.91167 -6.27345  -0.106
C19 2.43186 2.04696 -4.96331  -0.204
O5 1.81551 3.33613 -4.82386  -0.190
C20 1.41109 3.49071 -3.45842  -0.091
H33 3.26693 1.38527 -10.73732  0.106
H34 1.90556 2.26133 -10.30200  0.059
H35 1.87466 0.48413 -10.20997  0.096
H36 3.78983 2.48339 -8.63187  0.146
H37 3.83410 0.71689 -8.49517  0.131
H38 0.54350 2.64681 -8.36050  0.104
H39 1.91295 3.78187 -7.87942  0.129
H40 0.78911 2.99576 -6.68041  0.097
H41 0.61631 0.44494 -8.13297  0.150
H42 0.76328 0.57801 -6.39805  0.105
H43 2.77343 -1.18404 -8.22616  0.115
H44 1.40865 -1.57614 -7.12500  0.079
H45 2.85574 -0.91891 -6.37543  0.102
H46 3.59236 2.87276 -6.41942  0.140
H47 3.83759 1.03224 -6.19264  0.157
H48 3.23670 1.89047 -4.21866  0.146
H49 1.62785 1.29965 -4.90570  0.121
H50 2.23266 3.51688 -2.73417  0.087
H51 0.72222 2.72099 -3.02910  0.102
H52 1.00747 4.47580 -3.40533  0.082
C21 5.01117 -0.48024 6.69694  -0.053
C22 6.26522 -0.27644 7.51255  -0.206
N4 6.31422 0.77082 8.55961  -0.271
C23 7.64073 0.84370 9.22709  0.001
C24 6.05147 2.08672 7.98426  -0.173
C25 6.88087 2.36621 6.71512  -0.030
C26 5.34894 0.39935 9.76218  -0.043
C27 4.96124 1.40877 10.83876  -0.103
O6 6.22171 1.73934 11.54654  -0.253
C28 6.59327 2.86763 12.19620  -0.144
H53 5.39436 -0.92953 5.76919  0.101
H54 4.44272 0.42559 6.43954  0.089
H55 4.46852 -1.26604 7.19993  0.081
H56 7.20484 -0.13339 6.96844  0.123
H57 6.43892 -1.31286 7.94412  0.163
H58 7.59246 0.08741 9.99524  0.105
H59 7.93426 1.83557 9.63217  0.128
H60 8.50344 0.66738 8.56218  0.117
H61 6.33982 2.78328 8.71697  0.113
H62 4.96665 2.07484 7.83224  0.136
H63 6.46910 1.91845 5.80944  0.082
H64 7.89817 1.98428 6.83518  0.083
H65 6.93025 3.45653 6.53560  0.104
H66 5.72415 -0.49818 10.26648  0.150
H67 4.40872 0.31874 9.29541  0.112
H68 4.50833 0.85863 11.70279  0.159
H69 4.38184 2.26176 10.58114  0.119
H70 6.47593 2.59772 13.30635  0.108
H71 6.01946 3.78859 12.05394  0.100
H72 7.69417 2.79146 12.27608  0.100
N5 -1.03159 -1.21667 -4.65022  -0.595
O7 -1.59270 -0.39499 -5.34963  0.010
O8 -1.70829 -1.77144 -3.72165  -0.086
O9 0.17612 -1.42814 -4.76281  -0.033

Cartesian forces (eV/Å) of the 6 atoms listed first:
-0.835 2.303 -0.224
1.683 -0.739 0.294
1.480 -0.427 -2.360
-3.590 -0.002 -0.410
-2.126 -0.464 -2.728
2.276 0.908 1.818

Output
Multiplicity ... 1
Calculated total energy ... -56049.100 eV
Orbital gap ... 0.3277 Ha
Total charge ... +3



No. 2
Density functional theory data (ωB97M-V/def2-TZVPD) for C28H73Br2F6N6O12Pb2S2 as an isolated structure at a distorted geometry.

Each line ends with the Löwdin charge.
Geometry (Å):
Pb1 -0.91206 -15.44360 15.14976  1.479
Pb2 -2.97191 -20.58554 16.27163  1.237
C1 -3.35763 -15.69986 11.67545  -0.582
F1 -3.39724 -17.04442 11.64858  0.121
F2 -4.06508 -15.13531 10.66299  0.136
F3 -3.74940 -15.23114 12.85944  0.099
S1 -1.50288 -15.11512 11.40413  0.701
O1 -1.06231 -15.47185 10.06504  -0.286
O2 -1.36985 -13.67537 11.66637  -0.304
N1 -0.71275 -16.03963 12.70518  -0.466
S2 -0.08970 -17.26987 11.95466  0.585
O3 0.27205 -18.31229 12.94548  -0.323
O4 -0.83406 -17.86673 10.85303  -0.326
C2 1.61961 -16.57185 11.34192  -0.630
F4 1.53148 -15.25695 11.07810  0.131
F5 2.52131 -16.81750 12.30072  0.134
F6 1.90708 -17.24830 10.26038  0.174
Br1 -3.17650 -17.63758 15.35423  0.058
Br2 -0.23252 -19.63505 17.64775  -0.054
C3 -3.00483 -20.74457 20.17661  -0.101
C4 -3.48111 -19.46261 19.63890  -0.318
O5 -4.02014 -19.57647 18.30969  -0.311
H1 -3.61566 -21.60793 19.91281  0.071
H2 -2.85311 -20.68530 21.25438  0.089
H3 -1.96510 -20.90342 19.89055  0.043
H4 -2.59038 -18.84516 19.52295  0.078
H5 -4.24601 -19.09523 20.32306  0.113
H6 -4.77821 -18.99774 18.41926  0.011
C5 -7.67046 -14.95485 15.63405  -0.059
C6 -6.28016 -15.35020 15.04279  -0.298
O6 -5.31429 -15.22271 16.08196  -0.163
H7 -7.62016 -13.96744 16.09297  0.072
H8 -8.02606 -15.66989 16.37590  0.059
H9 -8.39921 -14.86826 14.82811  0.074
H10 -6.06422 -14.87719 14.08480  0.101
H11 -6.27373 -16.38545 14.70173  0.092
H12 -4.67754 -15.93100 15.96169  -0.092
C7 3.07823 -17.09657 16.85926  -0.054
C8 2.25974 -17.17006 15.52702  -0.299
O7 0.90875 -17.11127 15.90141  -0.322
H13 2.73253 -17.90621 17.50197  0.065
H14 2.93274 -16.13993 17.36103  0.072
H15 4.12779 -17.14321 16.56880  0.076
H16 2.54096 -18.07875 14.99478  0.118
H17 2.45508 -16.32468 14.86727  0.106
H18 0.72339 -17.81714 16.52509  -0.103
C9 -0.19287 -22.48582 12.76553  -0.031
C10 -1.29404 -22.37348 13.84190  -0.399
C11 -0.83530 -22.94280 15.23339  -0.183
O8 -1.78498 -22.73179 16.24717  -0.397
C12 -1.38531 -23.27911 17.49792  -0.102
N2 -1.68581 -20.98766 14.00386  0.000
H19 -0.44545 -22.08232 11.78497  0.072
H20 0.14836 -23.51410 12.64599  0.085
H21 0.68290 -21.92493 13.09192  0.087
H22 -2.08605 -23.02755 13.47722  0.134
H23 0.09733 -22.43830 15.48590  0.127
H24 -0.61176 -24.00924 15.20457  0.136
H25 -1.60071 -24.34460 17.57799  0.102
H26 -2.05370 -22.85704 18.24841  0.059
H27 -0.39184 -23.04668 17.88145  0.099
H28 -0.77164 -20.58148 13.86456  0.069
H29 -2.05403 -20.73209 13.09876  0.035
C13 -7.11747 -19.34537 16.89767  -0.023
C14 -7.32168 -18.92920 18.42784  -0.360
C15 -7.23703 -20.08975 19.44650  -0.202
O9 -7.61985 -21.25906 18.83700  -0.185
C16 -7.97854 -22.29510 19.68358  -0.108
N3 -6.35735 -17.92449 18.73425  0.038
H30 -7.15017 -18.46775 16.25206  0.065
H31 -7.91947 -19.93443 16.45282  0.082
H32 -6.15342 -19.77189 16.62052  0.048
H33 -8.26418 -18.38312 18.38797  0.135
H34 -7.75785 -19.83106 20.36842  0.130
H35 -6.22610 -20.18855 19.84189  0.110
H36 -7.11977 -22.83824 20.07805  0.089
H37 -8.62691 -23.02227 19.19478  0.093
H38 -8.57200 -21.94233 20.52707  0.092
H39 -6.36878 -17.25545 17.97771  0.076
H40 -6.68688 -17.39918 19.53147  0.104
C17 -5.97373 -24.41827 16.64784  -0.028
C18 -5.03865 -23.28683 16.16447  -0.448
C19 -5.70127 -22.44061 15.11601  -0.164
O10 -4.90143 -21.27187 14.76697  -0.353
C20 -5.49931 -20.52020 13.74388  -0.097
N4 -4.67186 -22.48982 17.28788  0.020
H41 -6.92117 -23.97243 16.95061  0.078
H42 -5.56037 -24.99200 17.47734  0.086
H43 -6.22667 -25.12231 15.85509  0.085
H44 -4.16904 -23.75840 15.70675  0.138
H45 -6.67704 -22.16335 15.51488  0.127
H46 -5.98156 -23.11643 14.30805  0.142
H47 -6.53391 -20.22703 13.92209  0.094
H48 -5.48859 -21.14303 12.84942  0.089
H49 -4.95343 -19.58682 13.60630  0.067
H50 -5.49764 -22.02341 17.63522  0.076
H51 -4.42379 -23.13511 18.02420  0.086
C21 -3.47003 -12.03530 17.17372  -0.050
C22 -2.59582 -13.20428 16.79500  -0.460
C23 -2.50173 -14.21125 17.93321  -0.190
O11 -1.47035 -15.10049 17.59187  -0.390
C24 -1.24834 -16.06745 18.63434  -0.061
N5 -2.95468 -13.80659 15.54084  -0.021
H52 -3.21457 -11.64081 18.15719  0.088
H53 -4.53067 -12.28541 17.19809  0.088
H54 -3.32411 -11.17184 16.52469  0.089
H55 -1.66589 -12.64849 16.67486  0.140
H56 -3.43993 -14.76483 17.97118  0.133
H57 -2.33111 -13.75119 18.90653  0.140
H58 -2.03087 -16.81612 18.51097  0.071
H59 -1.19122 -15.62314 19.62804  0.105
H60 -0.30269 -16.56719 18.42430  0.065
H61 -3.20223 -13.05396 14.91445  0.106
H62 -3.89128 -14.18175 15.58699  0.039
C25 -3.81397 -21.64169 10.27340  -0.065
C26 -2.67323 -20.62845 10.14889  -0.386
C27 -2.83988 -19.68856 8.86572  -0.112
O12 -3.94467 -18.75388 9.10915  -0.218
C28 -4.10270 -17.76946 8.15690  -0.136
N6 -2.61591 -19.83796 11.37239  0.050
H63 -3.92526 -22.28690 9.40195  0.076
H64 -4.76949 -21.12268 10.34898  0.073
H65 -3.71745 -22.33263 11.11089  0.061
H66 -1.72267 -21.14541 10.01738  0.122
H67 -3.11911 -20.19288 7.94063  0.123
H68 -1.88671 -19.16880 8.76863  0.113
H69 -4.30715 -18.13104 7.14915  0.087
H70 -3.22412 -17.12668 8.10197  0.090
H71 -4.95730 -17.15404 8.43800  0.089
H72 -3.29909 -19.15273 11.08286  0.047
H73 -1.82590 -19.20872 11.37941  0.018

Cartesian forces (eV/Å) of the 6 atoms listed first:
-0.340 -0.769 0.002
0.896 0.715 -0.015
1.554 0.337 -1.153
-0.525 1.759 0.060
0.454 -1.008 1.426
-0.254 -0.300 -0.484

Output
Multiplicity ... 1
Calculated total energy ... -252280.076 eV
Orbital gap ... 0.2865 Ha
Total charge ... +1